DFT (ωB97M-V with the def2-TZVPD basis set) results for the molecule C3H6N4O.

```
14
Properties=species:S:1:pos:R:3
C 2.49 -0.13 -0.02
C 1.00 -0.15 -0.01
N 0.18 -1.30 0.15
C -1.07 -0.85 0.00
O -2.12 -1.62 -0.23
N -1.06 0.44 -0.24
N -2.10 1.33 0.20
N 0.24 0.89 -0.37
H 3.02 -0.37 -1.05
H 2.80 -0.58 0.89
H 2.61 0.91 0.10
H -1.75 -2.49 0.22
H -2.55 1.99 -0.63
H -1.68 1.93 0.99
```

## Properties
Gap between HOMO and LUMO: 9.967 eV
SMILES: Cc1nc(O)n(N)n1
Highest occupied orbital energy: -0.3390 Ha
Max |F|: 4.1 eV/Å
Calculated total energy: -11213.8654 eV
2S+1: 1
LUMO: 0.7419 eV
Energy above the lowest of the compared OMol25 structures with the same formula, charge and spin: 280.9 kJ/mol


DFT (ωB97M-V with the def2-TZVPD basis set) results for the molecule C3H6N4O.

```
14
Properties=species:S:1:pos:R:3
H 0.20 -1.79 1.86
N 0.89 -1.51 1.18
C 0.21 -0.74 0.44
C 0.61 -0.15 -0.79
N 1.77 -0.46 -1.36
C -0.32 0.86 -1.15
N -1.50 0.68 -0.38
N -1.10 -0.10 0.80
O -1.19 0.64 2.01
H 2.18 -0.03 -2.24
H 2.48 -0.79 -0.60
H -0.27 1.51 -2.00
H -1.87 1.56 -0.03
H -2.07 0.33 2.27
```

## Properties
Gap between HOMO and LUMO: 7.997 eV
SMILES: [H]/N=c1/c(N)c[nH]n1O
Highest occupied orbital energy: -0.2704 Ha
Max |F|: 5.3 eV/Å
Calculated total energy: -11212.1931 eV
2S+1: 1
LUMO: 0.6379 eV
Energy above the lowest of the compared OMol25 structures with the same formula, charge and spin: 442.2 kJ/mol


DFT (ωB97M-V with the def2-TZVPD basis set) results for the molecule C3H6N4O.

```
14
Properties=species:S:1:pos:R:3
C -2.19 0.52 0.93
N -1.11 0.41 0.26
N -1.18 -0.59 -0.66
C -0.17 -1.35 -0.74
O 0.99 -1.50 0.00
C 1.63 -0.46 0.66
N 1.80 0.72 0.28
N 1.47 1.10 -0.99
H -2.26 1.29 1.68
H -2.97 -0.18 0.72
H -0.13 -2.20 -1.46
H 2.06 -0.80 1.63
H 1.56 2.15 -1.02
H 0.50 0.90 -1.30
```

## Properties
Gap between HOMO and LUMO: 9.704 eV
SMILES: C=N/N=C\O/C=N\N
Highest occupied orbital energy: -0.3279 Ha
Max |F|: 2.7 eV/Å
Calculated total energy: -11212.6881 eV
2S+1: 1
LUMO: 0.7809 eV
Energy above the lowest of the compared OMol25 structures with the same formula, charge and spin: 394.5 kJ/mol


DFT (ωB97M-V with the def2-TZVPD basis set) results for the molecule C3H6N4O.

```
14
Properties=species:S:1:pos:R:3
C -2.70 -0.59 0.46
N -2.01 0.39 -0.47
N -0.76 1.03 -0.06
C 0.22 0.37 -0.18
C 1.51 1.04 0.23
N 2.45 0.18 0.14
N 1.82 -1.07 0.03
O 0.38 -0.91 -0.19
H -2.19 -1.66 0.34
H -2.84 -0.37 1.46
H -3.71 -1.00 -0.01
H -2.62 1.29 -0.70
H 1.59 2.20 0.66
H 2.00 -1.85 -0.78
```

## Properties
Gap between HOMO and LUMO: 9.141 eV
SMILES: CN/N=c1/cn[nH]o1
Highest occupied orbital energy: -0.3080 Ha
Max |F|: 8.3 eV/Å
Calculated total energy: -11209.8138 eV
2S+1: 1
LUMO: 0.7590 eV
Energy above the lowest of the compared OMol25 structures with the same formula, charge and spin: 671.8 kJ/mol


DFT (ωB97M-V with the def2-TZVPD basis set) results for the molecule C3H6N4O.

```
14
Properties=species:S:1:pos:R:3
N -0.74 0.61 1.17
C -0.46 0.40 -1.00
C 0.72 0.02 -0.49
N -1.45 -0.06 -1.72
N 1.89 -0.29 -1.05
O -1.41 0.04 2.29
C 0.66 0.04 1.02
N 1.39 -0.46 1.86
H -0.67 -0.39 2.76
H -0.70 1.62 1.35
H -2.16 0.56 -2.07
H -1.69 -1.05 -1.72
H 2.00 -0.49 -2.03
H 2.62 -0.54 -0.39
```

## Properties
Gap between HOMO and LUMO: 7.627 eV
Highest occupied orbital energy: -0.2724 Ha
Max |F|: 0.5 eV/Å
Calculated total energy: -11210.6845 eV
2S+1: 1
LUMO: 0.2144 eV
Energy above the lowest of the compared OMol25 structures with the same formula, charge and spin: 587.8 kJ/mol


DFT (ωB97M-V with the def2-TZVPD basis set) results for the molecule C3H6N4O.

```
14
Properties=species:S:1:pos:R:3
N -0.56 0.49 2.22
C 0.08 0.49 0.86
C 1.35 0.68 0.34
N 1.52 0.31 -0.92
N 0.16 0.09 -1.33
N -0.27 -1.01 -2.40
C -0.68 0.01 -0.15
O -2.03 -0.39 -0.14
H 0.30 0.41 3.01
H -0.56 1.53 2.45
H 2.20 0.81 0.85
H 0.42 -0.80 -3.37
H 0.13 -2.03 -2.30
H -2.09 -0.57 0.88
```

## Properties
Gap between HOMO and LUMO: 9.406 eV
SMILES: Nc1cnn(N)c1O
Highest occupied orbital energy: -0.3255 Ha
Max |F|: 5.9 eV/Å
Calculated total energy: -11211.5287 eV
2S+1: 1
LUMO: 0.5495 eV
Energy above the lowest of the compared OMol25 structures with the same formula, charge and spin: 506.3 kJ/mol


DFT (ωB97M-V with the def2-TZVPD basis set) results for the molecule C3H6N4O.

```
14
Properties=species:S:1:pos:R:3
H -3.05 -0.25 0.45
N -2.25 0.47 0.39
C -1.14 -0.12 -0.06
C -0.73 -1.51 -0.08
C 0.63 -1.54 -0.03
N 1.16 -0.37 -0.39
O 2.11 0.02 0.58
N 0.01 0.59 -0.49
N 0.40 1.83 -0.08
H -1.32 -2.41 -0.27
H 1.52 -2.24 0.09
H 2.47 0.91 0.11
H -0.02 2.11 0.72
H 0.20 2.50 -0.93
```

## Properties
Gap between HOMO and LUMO: 9.092 eV
SMILES: [H]/N=c1\ccn(O)n1N
Highest occupied orbital energy: -0.3088 Ha
Max |F|: 6.2 eV/Å
Calculated total energy: -11211.0785 eV
2S+1: 1
LUMO: 0.6892 eV
Energy above the lowest of the compared OMol25 structures with the same formula, charge and spin: 549.8 kJ/mol


DFT (ωB97M-V with the def2-TZVPD basis set) results for the molecule C3H6N4O.

```
14
Properties=species:S:1:pos:R:3
N -2.10 0.30 0.13
C -0.71 0.44 -0.07
C -0.05 1.57 0.11
N 1.33 1.31 -0.08
C 1.64 0.03 -0.17
O 2.61 -0.69 -0.29
N 0.10 -0.63 -0.25
N -0.13 -1.93 0.13
H -2.86 0.64 -0.42
H -2.24 -0.79 0.09
H -0.48 2.55 0.28
H 1.97 1.94 0.38
H 0.59 -2.17 0.79
H 0.35 -2.57 -0.62
```

## Properties
Gap between HOMO and LUMO: 8.422 eV
SMILES: Nc1c[nH]c(=O)n1N
Highest occupied orbital energy: -0.2776 Ha
Max |F|: 4.9 eV/Å
Calculated total energy: -11214.2207 eV
2S+1: 1
LUMO: 0.8685 eV
Energy above the lowest of the compared OMol25 structures with the same formula, charge and spin: 246.6 kJ/mol